DFT (wB97M-V/def2-TZVPD) results for 2 unconnected molecules or ions with the total composition C5H15NSi at a distorted geometry.

Computed properties:
Maximum force = 5.26 eV Å⁻¹
Gap between HOMO and LUMO (alpha / beta) = 5.21 / 9.56 eV
HOMO energy (alpha / beta) = -5.81 / -9.11 eV
E_LUMO (alpha / beta) = -0.61 / 0.46 eV

Each line ends with the natural charge from an NBO analysis.
Cartesian coordinates (Å):
C: -2.564 0.787 0.855  -0.6255
C: 1.198 1.538 -0.533  -0.4010
C: 2.320 -0.326 0.308  -0.4183
C: -0.414 -2.477 0.394  -1.0652
C: -1.967 0.346 -0.460  -0.8863
N: 1.011 0.190 0.064  -0.8790
Si: -0.337 -0.695 -0.363  1.3764
H: -2.301 0.079 1.645  0.2031
H: -2.386 1.935 1.097  0.2182
H: -3.644 0.787 0.896  0.2127
H: 2.059 1.617 -1.234  0.1915
H: 0.413 1.925 -1.096  0.2023
H: 1.266 2.352 0.378  0.1881
H: 3.044 0.295 0.869  0.1987
H: 2.297 -1.168 0.895  0.1999
H: 2.916 -0.721 -0.480  0.1943
H: -0.336 -2.381 1.388  0.2213
H: -1.352 -2.780 0.248  0.2276
H: 0.359 -2.978 -0.194  0.2477
H: -1.747 1.205 -1.090  0.2349
H: -2.466 -0.231 -1.229  0.2433
H: 2.631 0.701 -2.358  -0.0846